{
  "formula": "C4H3N3",
  "method": "ωB97M-V with the def2-TZVPD basis set",
  "charge": 0,
  "e_lumo_ha": 0.024,
  "de_lowest_kcal_mol": 13.5,
  "smiles": "N#Cc1ncc[nH]1",
  "gap_ha": 0.374,
  "symbols": ["N", "N", "N", "C", "C", "C", "C", "H", "H", "H"],
  "xyz": [[0.193201, 0.699246, -0.180758], [3.094643, 0.214582, 0.315278], [-0.210465, -1.458088, 0.152588], [2.135414, -0.417848, 0.160642], [-1.155983, 0.593351, -0.070905], [-1.391643, -0.748455, 0.106449], [0.716357, -0.547633, -0.019334], [-2.352442, -1.237611, 0.187734], [-1.754031, 1.490222, -0.013109], [0.725911, 1.416093, -0.648067]],
  "atomic_forces_ev_per_a": [[-0.15, 0.10, -0.23], [-0.38, -1.17, -0.18], [0.18, 0.32, 0.09], [0.75, 0.52, 0.06], [-0.09, -0.13, -0.10], [-0.10, 0.01, 0.04], [-0.07, 0.26, 0.01], [0.21, 0.01, 0.16], [-0.24, -0.30, -0.35], [-0.12, 0.38, 0.49]]
}